Formula: C6H15N4
Source: the OMol25 dataset
Level of theory: the ωB97M-V functional and the def2-TZVPD basis

Structure (XYZ):
```
25
Properties=species:S:1:pos:R:3
C 2.30685 -0.06960 -1.01480
C -1.48658 -0.11449 -1.28396
C 1.22291 -0.60803 0.57927
C -1.60010 0.75663 0.46965
C 2.18169 1.66428 1.17495
C -1.88661 -1.66591 0.48068
N 1.59817 -1.27040 -0.52595
N -2.51384 0.72083 -0.72929
N 1.83877 0.54553 0.20837
N -1.07418 -0.56071 0.00668
H 3.38242 -0.13083 -0.92303
H 1.92737 0.40551 -1.84576
H -1.94112 -0.98314 -1.88366
H -0.76158 0.25245 -1.87261
H -0.71757 1.43141 0.53224
H -2.13744 0.86460 1.39162
H 1.61970 1.43419 2.13106
H 3.25074 1.46271 1.38600
H 2.02465 2.65382 0.75290
H -1.59047 -1.81664 1.50096
H -2.89869 -1.42137 0.29457
H -1.62371 -2.44369 -0.18470
H 0.83671 -1.72345 -0.98608
H -2.75029 1.65421 -1.14665
H 0.79222 -1.03790 1.48753
```

Its charge is +1. As for the multiplicity: 3. The value obtained for the LUMO energy (alpha / beta) is -0.0937 / -0.2792 Eh.

The natural (NBO) scheme yields these atomic charges, measured in e: number 1, C, carries -0.0242; number 2, C, carries -0.0936; number 3, C, carries -0.0284; number 4, C, carries -0.0928; number 5, C, carries -0.4187; number 6, C, carries -0.4404; number 7, N, carries -0.5296; number 8, N, carries -0.5859; number 9, N, carries -0.4202; number 10, N, carries -0.0157; number 11, H, carries 0.2108; number 12, H, carries 0.1945; number 13, H, carries 0.2078; number 14, H, carries 0.2243; number 15, H, carries 0.2364; number 16, H, carries 0.2271; number 17, H, carries 0.2207; number 18, H, carries 0.2138; number 19, H, carries 0.2184; number 20, H, carries 0.2399; number 21, H, carries 0.2645; number 22, H, carries 0.2255; number 23, H, carries 0.3468; number 24, H, carries 0.4115; number 25, H, carries 0.2073

***

Formula: CH3NOS
Source: the OMol25 dataset
Level of theory: the ωB97M-V functional and the def2-TZVPD basis

Structure (XYZ):
```
7
Properties=species:S:1:pos:R:3
N 1.33201 0.29153 -0.06265
S -0.27730 0.97256 0.01458
C -1.29656 -0.48424 -0.03864
O -2.56018 -0.61901 0.08724
H 1.92277 0.71160 -0.81108
H 1.62424 0.56686 0.90054
H -0.74499 -1.43930 -0.08998
```

Its charge is 0. The SMILES is NSC=O. The value obtained for the LUMO energy is 0.0120 Eh.

The natural (NBO) scheme yields these atomic charges, measured in e: number 1, N, carries -0.9622; number 2, S, carries 0.3858; number 3, C, carries 0.1873; number 4, O, carries -0.5414; number 5, H, carries 0.3931; number 6, H, carries 0.3844; number 7, H, carries 0.1531

***

Formula: C5H6Cl2
Source: the OMol25 dataset
Level of theory: the ωB97M-V functional and the def2-TZVPD basis

Structure (XYZ):
```
13
Properties=species:S:1:pos:R:3
C 1.80031 0.29993 -0.56604
C 1.28656 -0.83346 -0.07784
C -0.15555 -1.14525 -0.30669
C -1.21728 -0.36869 -0.01566
Cl -2.86021 -0.88434 -0.38373
C -1.12437 0.90453 0.74255
Cl -1.34270 2.23273 -0.43091
H 2.84979 0.55670 -0.31616
H 1.31991 1.05999 -1.09572
H 1.92293 -1.53694 0.50779
H -0.35394 -2.12741 -0.71555
H -1.96662 0.86249 1.45512
H -0.15882 0.97972 1.20284
```

Its charge is 0. The SMILES is C=C/C=C(/Cl)CCl. The value obtained for the LUMO energy is 0.0271 Eh.

The natural (NBO) scheme yields these atomic charges, measured in e: number 1, C, carries -0.3619; number 2, C, carries -0.2313; number 3, C, carries -0.2304; number 4, C, carries -0.0090; number 5, Cl, carries -0.0054; number 6, C, carries -0.4299; number 7, Cl, carries -0.0554; number 8, H, carries 0.1956; number 9, H, carries 0.2060; number 10, H, carries 0.2229; number 11, H, carries 0.2220; number 12, H, carries 0.2361; number 13, H, carries 0.2409

***

Formula: Cl3OPS
Source: the OMol25 dataset
Level of theory: the ωB97M-V functional and the def2-TZVPD basis

Structure (XYZ):
```
6
Properties=species:S:1:pos:R:3
O 1.88236 0.41728 -0.92293
P -0.77130 -0.18495 0.12596
S 1.32022 -0.64941 -0.14627
Cl -1.75593 -1.84751 0.12452
Cl -1.29510 1.05559 -1.45426
Cl -2.11968 0.68887 1.80109
```

Its charge is 0. The value obtained for the LUMO energy is -0.0736 Eh.

The natural (NBO) scheme yields these atomic charges, measured in e: number 1, O, carries -0.8839; number 2, P, carries 0.8244; number 3, S, carries 0.7486; number 4, Cl, carries -0.1570; number 5, Cl, carries -0.1809; number 6, Cl, carries -0.3511

***

Formula: H3N2O3P
Source: the OMol25 dataset
Level of theory: the ωB97M-V functional and the def2-TZVPD basis

Structure (XYZ):
```
9
Properties=species:S:1:pos:R:3
N 0.31360 -0.31822 -1.37714
N 0.02125 0.90699 0.95500
O 0.69968 -1.66242 0.94768
O -1.74269 -0.93062 0.17818
O 0.61461 -0.64745 -2.48609
P -0.30309 -0.72589 0.50784
H 0.30160 0.80535 -1.38932
H -0.71220 1.53354 1.18800
H 0.80723 1.03874 1.47585
```

Its charge is 0. The value obtained for the LUMO energy is -0.0800 Eh.

The natural (NBO) scheme yields these atomic charges, measured in e: number 1, N, carries -0.0393; number 2, N, carries -1.1982; number 3, O, carries -1.0559; number 4, O, carries -1.0476; number 5, O, carries -0.1364; number 6, P, carries 2.3345; number 7, H, carries 0.3347; number 8, H, carries 0.4121; number 9, H, carries 0.3960

***

Formula: CHI2NO
Source: the OMol25 dataset
Level of theory: the ωB97M-V functional and the def2-TZVPD basis

Structure (XYZ):
```
6
Properties=species:S:1:pos:R:3
C -0.35392 -1.13059 -0.00525
N -0.20953 1.54287 0.18204
O 0.57980 -1.46972 -0.63944
I -0.05354 0.29115 1.70564
I 1.44264 1.85962 -0.94817
H -1.40546 -1.09332 -0.29482
```

Its charge is 0. The value obtained for the LUMO energy is -0.0359 Eh.

The natural (NBO) scheme yields these atomic charges, measured in e: number 1, C, carries 0.3185; number 2, N, carries -1.0846; number 3, O, carries -0.4343; number 4, I, carries 0.7432; number 5, I, carries 0.2658; number 6, H, carries 0.1913

***

Formula: C6H12O
Source: the OMol25 dataset
Level of theory: the ωB97M-V functional and the def2-TZVPD basis

Structure (XYZ):
```
19
Properties=species:S:1:pos:R:3
C -1.10757 0.48437 -0.72661
C -0.70843 0.72712 1.07762
C 0.18968 1.93318 1.23098
O 0.01323 -0.44904 1.43419
C 0.08244 -0.64675 0.06783
C -0.53556 -1.98557 -0.29380
C 1.45325 -0.43658 -0.54263
H -1.20695 1.58025 -0.76257
H -2.10822 0.05461 -0.72005
H -0.62463 0.25660 -1.69591
H 1.20378 1.92433 0.80805
H 0.30726 1.99613 2.31754
H -0.32747 2.83655 0.88548
H -0.60799 -2.12230 -1.37753
H 0.09862 -2.78069 0.11757
H -1.52608 -2.07795 0.15691
H 2.15685 -1.16842 -0.12834
H 1.85896 0.55679 -0.35369
H 1.40103 -0.58814 -1.62609
```

Its charge is 0. The value obtained for the LUMO energy is 0.0311 Eh.

The natural (NBO) scheme yields these atomic charges, measured in e: number 1, C, carries -0.6643; number 2, C, carries 0.2027; number 3, C, carries -0.7270; number 4, O, carries -0.5651; number 5, C, carries 0.3729; number 6, C, carries -0.6371; number 7, C, carries -0.6552; number 8, H, carries 0.2569; number 9, H, carries 0.2366; number 10, H, carries 0.1912; number 11, H, carries 0.1912; number 12, H, carries 0.2449; number 13, H, carries 0.2118; number 14, H, carries 0.2123; number 15, H, carries 0.2287; number 16, H, carries 0.2328; number 17, H, carries 0.2319; number 18, H, carries 0.2231; number 19, H, carries 0.2119

***

Record-wise DFT total energy values, in Eh: -456.0770; -568.0459; -1114.4568; -2195.3423; -678.3482; -763.9187; -310.8629
Record-wise ΔE to the lowest compared entry with this formula, charge and spin values, in eV: 4.557; 1.493; 0.133; 2.477; 0.353; 3.383; 5.343